1.
{"formula": "C11H38BBaF4N8O7", "method": "ωB97M-V/def2-TZVPD", "lumo_ev": -3.0, "energy_ev": -50521.591, "charge": 1, "gap_ev": 8.78, "elements": ["Ba", "B", "F", "F", "F", "F", "C", "O", "N", "N", "H", "H", "H", "H", "C", "O", "N", "N", "H", "H", "H", "H", "C", "O", "N", "N", "H", "H", "H", "H", "C", "C", "C", "O", "C", "N", "H", "H", "H", "H", "H", "H", "H", "H", "H", "H", "H", "C", "C", "C", "O", "C", "N", "H", "H", "H", "H", "H", "H", "H", "H", "H", "H", "H", "O", "H", "H", "O", "H", "H"], "positions_angstrom": [[0.485, 0.291, 0.268], [0.804, -3.456, 0.201], [-0.358, -3.446, -0.454], [1.423, -2.240, 0.013], [0.514, -3.603, 1.526], [1.608, -4.531, -0.116], [2.002, -0.326, -3.222], [1.498, 0.062, -2.228], [2.447, -1.519, -3.417], [2.089, 0.393, -4.288], [2.449, -1.958, -4.327], [2.652, -2.030, -2.570], [1.750, 1.327, -4.107], [2.731, 0.151, -5.029], [3.797, -1.319, 1.484], [3.093, -0.480, 0.968], [3.393, -2.499, 1.752], [4.938, -1.062, 2.039], [4.033, -3.213, 2.072], [2.595, -2.803, 1.213], [5.318, -1.790, 2.626], [5.445, -0.192, 1.960], [0.508, 3.846, -1.171], [0.866, 2.729, -0.891], [0.132, 4.715, -0.361], [0.530, 4.357, -2.370], [-0.020, 4.504, 0.615], [0.161, 5.663, -0.708], [0.985, 3.778, -3.060], [0.149, 5.278, -2.538], [-2.845, 0.968, -1.638], [-2.233, -0.023, -2.657], [-1.619, 0.519, -3.934], [-2.598, 1.169, -4.804], [-3.592, 0.328, -5.311], [-1.210, -0.698, -1.874], [-2.972, 0.598, -0.621], [-3.842, 1.185, -2.022], [-2.282, 1.901, -1.675], [-2.904, -0.857, -2.865], [-1.188, -0.318, -4.483], [-0.690, 1.042, -3.709], [-4.296, 1.060, -5.707], [-4.181, -0.287, -4.630], [-3.156, -0.168, -6.178], [-1.850, -1.083, -1.195], [-0.768, -1.476, -2.343], [-2.137, -2.488, 3.843], [-1.324, -1.248, 3.379], [-0.013, -1.037, 4.173], [-0.181, -0.391, 5.406], [-0.162, 0.979, 5.386], [-1.050, -1.453, 1.955], [-3.176, -2.307, 3.567], [-2.055, -2.735, 4.901], [-1.930, -3.405, 3.291], [-1.918, -0.335, 3.422], [0.744, -0.478, 3.623], [0.426, -2.017, 4.358], [-0.147, 1.352, 6.410], [-1.061, 1.337, 4.883], [0.763, 1.393, 4.985], [-1.893, -1.579, 1.413], [-0.463, -2.264, 1.821], [1.276, 1.619, 2.386], [0.960, 2.517, 2.484], [2.047, 1.573, 2.952], [-1.294, 1.938, 1.460], [-1.018, 2.753, 1.879], [-2.180, 1.786, 1.790]], "forces_ev_per_angstrom": [[1.0, -0.7, -1.1], [0.2, -2.2, 0.0], [-2.3, 0.2, -1.9], [0.7, 1.4, -0.8], [0.0, -0.1, 2.6], [0.8, 0.0, -0.8], [0.2, -0.8, -1.3], [-1.5, 1.7, 4.4], [1.7, -4.6, 0.7], [-0.3, 3.5, -3.2], [0.3, 0.0, 0.4], [-0.2, -0.6, -0.4], [0.3, 0.1, -0.9], [-0.2, 0.5, 0.2], [-0.6, 1.9, 0.5], [-1.3, 2.4, -1.7], [-1.9, -5.0, 0.1], [4.4, 1.1, 1.6], [-0.3, 0.1, -0.2], [0.3, -0.2, 0.5], [0.4, 0.5, -0.2], [-0.4, -0.2, -0.1], [1.4, -2.4, -2.1], [0.4, -2.6, 0.6], [-2.4, 5.0, 5.8], [0.6, -0.1, -3.9], [0.2, 0.4, -0.4], [-0.4, 0.0, 1.0], [-0.3, 0.6, -0.3], [0.3, -0.5, -0.6], [-0.7, 0.4, -2.1], [0.2, -0.4, 0.8], [-1.2, -0.6, -0.8], [2.0, 0.4, 2.4], [-0.4, 1.0, -1.3], [0.4, 0.1, 1.1], [0.3, -0.2, -0.1], [-0.2, 0.4, 0.2], [0.1, 0.0, 0.3], [-0.9, 0.6, -0.6], [-0.2, -0.6, -0.2], [-0.6, 1.3, 0.0], [-0.3, -0.2, -0.2], [0.6, -0.3, 0.2], [-0.3, -0.8, 0.1], [0.7, -1.0, 0.6], [0.0, -0.2, -0.2], [-0.5, 0.5, 0.2], [-0.1, -1.0, -0.3], [0.1, -0.2, -0.5], [0.0, -1.6, 0.7], [-0.1, 0.8, 0.5], [0.7, 1.5, -0.4], [-0.3, 0.1, 0.4], [-0.1, 0.3, 0.1], [0.7, 0.2, -0.1], [-0.2, 0.0, 0.5], [-0.1, 0.1, -0.6], [0.0, -0.1, 0.2], [-0.4, -0.2, 0.1], [0.1, 0.6, -0.2], [0.1, 0.0, -0.6], [-0.3, -0.3, 0.2], [-0.2, -0.4, 0.1], [0.1, 0.4, 0.3], [0.1, 0.2, 0.2], [0.4, -0.2, 0.1], [-0.2, 0.2, -0.1], [-0.1, 0.2, 0.1], [-0.4, -0.1, 0.1]], "lowdin_charge": [2.073, -1.486, 0.205, 0.016, 0.149, 0.165, -0.831, -0.095, 0.204, 0.191, 0.130, 0.130, 0.116, 0.129, -0.783, -0.094, 0.213, 0.183, 0.138, 0.076, 0.119, 0.127, -0.816, -0.097, 0.200, 0.192, 0.126, 0.136, 0.127, 0.127, -0.026, -0.419, -0.152, -0.180, -0.119, -0.062, 0.067, 0.084, 0.081, 0.134, 0.123, 0.108, 0.094, 0.087, 0.094, 0.057, 0.089, -0.034, -0.373, -0.175, -0.154, -0.129, -0.059, 0.074, 0.083, 0.081, 0.119, 0.097, 0.140, 0.099, 0.086, 0.072, 0.080, 0.025, -0.207, 0.041, 0.068, -0.169, 0.037, 0.068]}


2.
{"formula": "C39H88F3N7O9SSn2", "method": "ωB97M-V/def2-TZVPD", "lumo_ev": -17.5, "energy_ev": -101303.113, "charge": 6, "gap_ev": 1.29, "elements": ["C", "O", "C", "C", "N", "H", "H", "C", "C", "O", "C", "H", "H", "H", "H", "H", "H", "H", "H", "H", "H", "H", "H", "H", "H", "C", "O", "C", "C", "N", "H", "H", "C", "C", "O", "C", "H", "H", "H", "H", "H", "H", "H", "H", "H", "H", "H", "H", "H", "H", "C", "O", "C", "C", "N", "H", "H", "C", "C", "O", "C", "H", "H", "H", "H", "H", "H", "H", "H", "H", "H", "H", "H", "H", "H", "Sn", "Sn", "C", "F", "F", "F", "S", "O", "O", "O", "C", "C", "N", "C", "C", "C", "C", "H", "H", "H", "H", "H", "H", "H", "H", "H", "H", "H", "H", "H", "H", "H", "C", "C", "N", "C", "C", "C", "C", "H", "H", "H", "H", "H", "H", "H", "H", "H", "H", "H", "H", "H", "H", "H", "N", "C", "C", "C", "C", "H", "H", "H", "H", "H", "N", "C", "C", "C", "C", "H", "H", "H", "H", "H"], "positions_angstrom": [[-8.123, -1.931, -5.549], [-8.325, -1.319, -4.275], [-8.665, 0.030, -4.395], [-7.469, 0.961, -4.656], [-6.433, 0.752, -3.547], [-5.882, 1.614, -3.449], [-6.865, 0.799, -2.617], [-5.496, -0.444, -3.640], [-4.414, -0.406, -2.569], [-4.857, -0.434, -1.217], [-5.459, -1.663, -0.812], [-8.968, -1.903, -6.235], [-7.820, -2.953, -5.337], [-7.269, -1.466, -6.062], [-9.095, 0.393, -3.456], [-9.409, 0.244, -5.169], [-7.876, 1.955, -4.474], [-6.913, 0.834, -5.579], [-5.079, -0.364, -4.639], [-6.194, -1.268, -3.508], [-3.813, 0.512, -2.649], [-3.625, -1.120, -2.817], [-6.439, -1.814, -1.271], [-5.633, -1.693, 0.263], [-4.809, -2.519, -1.008], [4.436, 9.373, 2.501], [3.304, 8.502, 2.233], [2.444, 8.945, 1.229], [2.050, 7.747, 0.391], [1.294, 6.749, 1.263], [1.831, 6.340, 2.029], [0.502, 7.256, 1.663], [0.621, 5.620, 0.492], [1.630, 4.825, -0.285], [2.655, 4.357, 0.537], [3.823, 4.021, -0.216], [4.650, 9.311, 3.564], [4.140, 10.399, 2.288], [5.288, 9.029, 1.921], [2.895, 9.632, 0.505], [1.535, 9.381, 1.665], [2.898, 7.196, -0.004], [1.304, 8.046, -0.345], [-0.240, 5.997, -0.057], [0.134, 4.983, 1.241], [2.048, 5.463, -1.074], [1.083, 4.014, -0.789], [4.136, 4.930, -0.742], [3.617, 3.275, -0.988], [4.604, 3.712, 0.464], [5.630, 0.683, 0.110], [4.710, 1.312, 0.986], [5.084, 1.496, 2.307], [3.885, 1.798, 3.197], [2.641, 1.063, 2.688], [1.887, 1.226, 3.362], [2.182, 1.507, 1.883], [2.839, -0.407, 2.472], [3.005, -1.235, 3.757], [3.965, -0.686, 4.593], [4.175, -1.480, 5.753], [6.473, 1.304, -0.184], [5.122, 0.259, -0.756], [5.967, -0.249, 0.589], [5.952, 2.138, 2.506], [5.524, 0.585, 2.756], [3.651, 2.861, 3.233], [4.020, 1.363, 4.179], [3.744, -0.528, 1.883], [2.049, -0.780, 1.828], [3.365, -2.209, 3.392], [2.053, -1.503, 4.240], [3.219, -1.720, 6.239], [4.770, -0.955, 6.491], [4.606, -2.448, 5.474], [-4.644, 2.152, 0.191], [-2.910, 2.289, 3.865], [-1.114, -1.397, 0.667], [-1.139, -1.470, -0.647], [-2.223, -1.943, 1.169], [-0.051, -2.047, 1.128], [-1.010, 0.390, 1.238], [-2.003, 1.136, 0.491], [-1.387, 0.407, 2.651], [0.373, 0.731, 0.975], [1.237, -4.484, 4.359], [2.156, -4.597, 3.117], [3.522, -4.833, 3.485], [3.718, -6.086, 4.184], [4.709, -5.976, 5.362], [4.549, -4.624, 2.463], [4.371, -5.533, 1.236], [0.965, -5.477, 4.704], [0.359, -3.883, 4.113], [1.710, -4.014, 5.225], [1.755, -5.429, 2.516], [1.955, -3.744, 2.467], [2.781, -6.416, 4.639], [3.909, -6.944, 3.521], [4.476, -5.090, 5.947], [4.583, -6.854, 5.993], [5.733, -5.963, 4.991], [5.541, -4.759, 2.898], [4.559, -3.566, 2.188], [4.665, -6.572, 1.350], [4.812, -5.010, 0.389], [3.315, -5.603, 0.951], [1.016, 1.001, -7.008], [0.306, 0.708, -5.691], [-0.398, 1.868, -5.115], [0.630, 2.845, -4.721], [0.133, 4.018, -3.892], [-1.086, 1.387, -3.919], [-0.318, 0.754, -2.752], [1.854, 1.683, -6.924], [0.292, 1.357, -7.743], [1.358, 0.041, -7.399], [-0.357, -0.161, -5.775], [1.086, 0.340, -4.998], [1.458, 2.355, -4.186], [1.122, 3.272, -5.593], [-0.310, 3.730, -2.924], [0.986, 4.617, -3.571], [-0.649, 4.604, -4.373], [-1.853, 0.660, -4.217], [-1.600, 2.245, -3.473], [-0.967, 0.713, -1.871], [0.500, 1.398, -2.418], [0.037, -0.267, -2.895], [-3.381, -2.570, -5.244], [-4.462, -3.077, -5.910], [-5.020, -4.113, -5.186], [-4.190, -4.271, -4.067], [-3.243, -3.258, -4.049], [-2.734, -1.951, -5.704], [-4.792, -2.587, -6.813], [-5.985, -4.577, -5.287], [-4.333, -4.998, -3.283], [-2.416, -3.037, -3.394], [-2.619, -3.927, 5.723], [-1.974, -4.276, 6.889], [-1.439, -5.561, 6.704], [-1.655, -5.894, 5.387], [-2.385, -4.855, 4.761], [-3.112, -3.067, 5.557], [-1.992, -3.565, 7.701], [-0.904, -6.136, 7.442], [-1.449, -6.817, 4.867], [-2.696, -4.711, 3.740]], "forces_ev_per_angstrom": [[0.9, -0.3, -0.1], [-0.3, 0.2, -0.3], [0.2, 0.6, -0.1], [-0.2, -0.6, 1.0], [0.7, 1.2, 1.1], [0.3, -0.2, -0.8], [-0.6, -0.8, -0.3], [-0.9, 0.5, 0.6], [0.8, 1.1, -0.5], [-0.1, 0.4, 0.2], [-0.3, -0.9, 0.3], [-0.3, 0.1, 0.4], [-0.3, -0.1, -0.1], [-0.1, 0.1, 0.0], [-0.1, -0.4, 0.1], [0.0, -0.2, -0.1], [0.4, 0.3, -0.6], [-0.3, 0.2, -0.2], [0.2, -0.5, 0.0], [0.4, -0.4, -0.4], [-0.4, 0.3, 0.0], [-0.5, -0.7, 0.4], [0.1, 0.0, -0.2], [0.1, 0.6, 0.0], [0.0, 0.1, -0.4], [-0.5, -0.1, 0.2], [0.2, -0.1, 0.1], [0.1, -0.5, -0.3], [-0.6, -0.4, 0.7], [-1.4, -0.3, -0.7], [0.5, 0.4, -0.1], [0.4, 0.2, 0.4], [0.1, -0.3, 1.3], [-0.3, 0.2, -1.1], [-0.3, -0.3, 0.7], [0.0, 0.9, -0.6], [0.0, -0.1, 0.0], [0.3, 0.1, -0.1], [0.1, 0.2, -0.1], [0.0, 0.3, 0.3], [0.1, 0.3, -0.1], [0.1, 0.3, -0.2], [0.3, -0.1, -0.3], [0.5, 0.4, -0.6], [0.4, 0.0, 0.2], [0.0, -0.1, -0.1], [0.2, 0.0, 0.0], [0.2, -0.1, 0.0], [0.0, -0.2, 0.3], [-0.1, -0.1, 0.1], [0.3, -1.5, 0.5], [-0.9, 0.7, -0.7], [1.4, -1.5, 1.4], [-0.4, 0.3, -0.7], [-0.5, 0.5, 0.3], [0.3, -0.4, 0.4], [0.9, -0.3, -0.5], [0.5, -0.4, 0.2], [-0.1, -0.6, -1.1], [-0.2, 0.4, 0.4], [-0.6, -0.7, 0.3], [0.0, 0.1, 0.1], [-0.4, 0.8, -0.2], [0.6, 0.3, 0.2], [-0.5, 0.8, -0.4], [-0.3, -0.4, -0.5], [-0.2, -0.1, 0.0], [0.3, 0.4, 0.1], [0.0, 0.3, 0.1], [-0.3, 0.1, 0.3], [0.0, 0.0, 0.0], [0.0, 0.6, 0.3], [-0.1, 0.2, -0.1], [0.3, 0.1, -0.3], [0.3, 0.2, 0.0], [1.2, -0.6, 1.1], [-0.2, -0.8, -1.5], [-0.2, 0.6, 0.5], [0.0, 0.0, 0.0], [0.0, -0.1, -0.1], [0.0, -0.1, 0.1], [0.8, 0.5, -0.6], [-0.8, 0.2, -1.1], [-0.3, 0.1, 1.4], [-0.8, -0.1, 0.2], [0.3, -0.1, 0.4], [-1.0, 0.4, 0.4], [-0.1, -1.8, -1.8], [-0.9, -0.4, 1.9], [0.2, -0.3, -0.7], [0.6, 0.9, 0.5], [-1.3, 0.3, -0.6], [-0.3, 0.1, -0.1], [-0.1, -0.2, -0.1], [0.2, 0.2, -0.2], [0.2, -0.3, 0.1], [0.9, 0.3, 0.0], [-0.1, 0.4, -0.1], [0.7, 0.4, -0.3], [0.1, 0.0, 0.0], [0.1, 0.0, 0.0], [0.1, 0.2, 0.3], [-0.2, -0.3, 0.2], [-0.4, -0.1, -0.3], [0.6, 0.2, 0.1], [0.5, -0.4, 0.0], [0.0, 0.2, 0.1], [-0.9, -0.7, -0.3], [0.9, 0.0, -0.2], [0.9, -0.9, 0.9], [0.2, 0.5, 0.0], [-0.3, -0.2, 1.0], [-0.8, 0.2, 0.4], [0.2, 0.2, 0.5], [0.0, 0.0, 0.0], [0.1, 0.3, 0.0], [0.3, 0.1, 0.0], [-0.3, 0.4, -0.3], [-0.1, 0.2, 0.1], [-0.1, -0.1, 0.1], [-0.3, -0.2, -0.3], [0.0, -0.3, -0.1], [0.0, 0.3, -0.5], [0.3, 0.2, -0.3], [0.0, 0.2, -0.3], [-0.2, -0.1, -0.2], [-0.2, 0.0, -0.2], [0.2, -0.2, -0.2], [0.2, 0.1, -0.3], [-0.6, -0.2, 0.1], [-0.2, 0.6, -0.5], [0.3, 0.3, 0.7], [-0.4, 0.2, 1.1], [0.6, -0.3, -1.3], [0.2, 0.0, 0.3], [0.0, -0.3, -0.1], [0.2, -0.3, -0.6], [0.0, 0.0, 0.0], [0.0, -0.2, 0.0], [0.4, 0.3, -0.5], [-0.8, 0.0, -0.5], [0.5, 0.3, 0.1], [-0.2, -0.8, -0.5], [0.1, 0.5, 0.9], [0.0, 0.1, 0.2], [0.1, -0.3, 0.3], [-0.1, 0.0, 0.1], [0.2, -0.1, 0.2], [-0.2, -0.2, 0.0]], "lowdin_charge": [-0.055, -0.183, -0.203, -0.049, 0.055, 0.166, 0.166, -0.070, -0.211, -0.357, -0.054, 0.116, 0.087, 0.079, 0.139, 0.153, 0.145, 0.137, 0.137, 0.123, 0.107, 0.104, 0.104, 0.099, 0.103, -0.024, -0.196, -0.223, -0.069, 0.072, 0.176, 0.176, -0.093, -0.255, -0.186, -0.049, 0.097, 0.100, 0.098, 0.150, 0.142, 0.134, 0.150, 0.141, 0.123, 0.126, 0.126, 0.103, 0.102, 0.086, -0.052, -0.233, -0.224, -0.044, 0.080, 0.175, 0.137, -0.073, -0.220, -0.186, -0.041, 0.109, 0.097, 0.096, 0.155, 0.129, 0.134, 0.120, 0.122, 0.108, 0.093, 0.127, 0.093, 0.111, 0.089, 1.137, 1.106, -0.660, 0.169, 0.140, 0.145, 0.444, -0.516, -0.528, -0.280, -0.053, -0.215, -0.049, -0.196, -0.014, -0.174, -0.020, 0.058, 0.069, 0.086, 0.148, 0.112, 0.113, 0.158, 0.074, 0.101, 0.088, 0.138, 0.114, 0.097, 0.099, 0.077, -0.065, -0.275, -0.134, -0.252, -0.088, -0.282, -0.090, 0.074, 0.089, 0.086, 0.106, 0.112, 0.115, 0.122, 0.039, 0.073, 0.090, 0.093, 0.090, 0.030, 0.069, 0.075, 0.034, -0.073, -0.037, -0.057, -0.099, 0.155, 0.135, 0.116, 0.114, 0.112, 0.065, 0.046, -0.005, -0.029, 0.010, 0.164, 0.148, 0.137, 0.134, 0.137]}